Entry from the OMol25 dataset: a cluster of 2 separate species, C3H9NO2P in total in a non-equilibrium geometry (ωB97M-V/def2-TZVPD).

Geometry as XYZ:
```
16
Properties=species:S:1:pos:R:3
C -1.907 -0.963 -0.435
C 3.109 0.713 0.293
C -0.735 -0.873 0.431
N 1.786 0.421 0.788
O 1.046 -0.379 -1.607
O -3.018 1.458 0.321
P 0.673 0.156 -0.283
H -2.299 0.065 -0.367
H -1.769 -1.382 -1.482
H -2.630 -1.609 -0.018
H 3.171 1.710 -0.271
H 3.170 0.022 -0.523
H 3.697 0.606 1.136
H -0.307 -1.783 0.711
H -1.154 -0.455 1.306
H -2.834 2.293 0.000
```

For the HOMO-LUMO gap (alpha / beta), the calculation gives 5.70 / 5.70 eV. For the HOMO energy (alpha / beta), the calculation gives -3.059 / -3.060 eV. For the lowest unoccupied orbital energy (alpha / beta), the calculation gives 2.6 / 2.6 eV. As for the net charge: -1. For the total energy, the calculation gives -666.23800 hartree.